Entry 1:
The following is a DFT calculation (ωB97M-V/def2-TZVPD) of C22H35BrO2P2Ru as an isolated structure.

Calculated values
- HOMO energy (spin up / spin down) (eV) = -12.903 / -12.902
- largest force on an atom (Eh/bohr) = 0.13035
- LUMO energy (spin up / spin down) (eV) = -6.13 / -10.37
- <S²> = 6.032
- 2S+1 = 5
- ΔE to the lowest compared entry with this formula, charge and spin (kJ/mol) = 0.0
- charge = +2
- electronic energy (eV) = -118659.772

Last column: Löwdin charge in e.
Positions of all 63 atoms, in Å:
H  1.98  -2.96  -0.76  0.07
C  -0.66  1.49  -4.78  -0.13
H  2.67  -1.64  0.25  0.06
C  -0.97  0.81  4.49  -0.64
C  1.37  0.52  -6.01  -0.19
H  0.43  -1.53  -1.95  0.08
C  1.12  2.70  0.70  -0.22
O  0.00  1.05  3.66  -0.28
H  -2.35  1.13  0.19  0.06
C  -1.31  -0.65  -6.10  -0.19
H  0.55  -2.89  2.93  0.00
H  -0.68  -3.75  -0.58  0.07
H  -1.14  -0.98  -1.33  0.10
C  -1.74  0.68  -5.44  -0.18
H  0.78  3.24  1.60  0.05
H  -2.23  -1.13  -6.44  0.11
C  1.78  -0.86  -5.42  -0.18
H  -0.82  -1.97  3.71  0.04
C  0.09  1.30  8.64  0.01
H  2.31  1.02  -6.28  0.11
H  -1.02  2.27  -4.10  0.09
H  1.34  2.94  8.02  0.13
H  -1.64  2.57  -0.66  0.07
H  -1.97  -0.47  6.60  0.15
C  0.66  1.43  -5.05  -0.11
H  0.83  0.36  -6.95  0.10
H  1.07  3.34  -0.19  0.08
C  -0.81  -3.24  0.39  -0.22
C  -0.86  0.35  8.26  0.05
H  -0.54  -3.92  1.21  0.05
C  1.93  -2.46  0.22  -0.21
H  1.01  -2.54  -4.23  0.09
C  -0.05  -0.94  -1.16  -0.36
Br  0.96  3.34  5.13  1.05
C  0.47  0.50  -1.14  -0.36
H  -1.31  -2.38  -4.76  0.10
C  0.31  2.05  6.34  -0.50
H  -1.86  -2.93  0.51  0.06
P  0.25  -1.78  0.48  0.66
C  -1.22  0.25  6.92  0.05
H  0.89  -1.49  4.05  0.03
H  1.32  2.15  -4.56  0.10
H  2.15  2.33  0.86  0.06
C  0.65  2.16  7.69  -0.05
H  0.02  1.11  -1.93  0.08
C  0.67  -1.71  -4.87  -0.13
H  -0.73  -0.43  -7.00  0.10
H  -1.33  -0.30  9.00  0.15
C  -1.63  1.96  0.25  -0.20
C  -0.62  -1.63  -5.18  -0.11
H  -2.23  1.30  -6.21  0.12
H  2.15  -3.18  1.02  0.06
H  2.30  -1.42  -6.22  0.12
H  -1.84  2.57  1.14  0.06
H  0.35  1.40  9.70  0.14
P  0.04  1.28  0.48  0.69
Ru  -0.01  -0.29  2.00  0.98
H  1.56  0.55  -1.22  0.10
C  0.21  -1.92  3.30  -0.19
H  -2.52  0.46  -4.70  0.11
H  2.54  -0.69  -4.64  0.10
C  -0.60  1.04  5.94  -0.11
O  -2.10  0.41  4.19  0.06



Entry 2:
The following is a DFT calculation (ωB97M-V/def2-TZVPD) of C22H35CaFGeNS2Si3 as an isolated structure.

Calculated values
- HOMO energy (spin up / spin down) (eV) = -7.994 / -7.912
- largest force on an atom (Eh/bohr) = 0.04891
- LUMO energy (spin up / spin down) (eV) = 0.42 / -2.57
- <S²> = 0.753
- 2S+1 = 2
- electronic energy (eV) = -147850.434

Last column: Löwdin charge in e.
Positions of all 66 atoms, in Å:
C  -0.71  0.48  3.73  -0.19
H  -2.66  3.17  -0.36  0.11
C  2.92  0.15  2.87  -0.21
C  4.57  -1.32  0.67  -0.20
N  -3.13  0.52  -0.82  -0.18
H  1.41  -4.29  -0.61  0.01
H  1.48  3.98  -0.23  0.03
C  -2.61  -1.18  4.87  -0.03
C  -3.83  1.61  -1.25  -0.34
H  4.57  -2.07  -0.11  0.00
C  2.29  -2.80  2.18  -0.22
C  0.71  -3.93  -1.37  -0.21
C  1.39  2.97  0.16  -0.22
C  -5.47  3.62  -2.23  -0.09
H  2.96  1.17  2.50  0.01
C  -0.74  0.31  5.11  -0.04
C  -3.53  2.94  -0.96  -0.03
H  2.83  -3.02  3.09  0.03
H  2.47  -3.61  1.48  0.01
H  5.28  -1.63  1.43  0.03
H  -6.64  2.06  -3.14  0.11
H  -0.97  -1.60  -3.09  0.00
H  0.39  3.09  -2.92  0.03
H  -4.14  4.96  -1.23  0.10
H  4.12  1.57  -1.20  0.01
H  -0.01  -2.54  -4.21  0.03
H  -3.26  -1.58  2.89  0.08
H  2.14  2.85  0.93  0.01
Ca  -1.56  -0.35  0.55  0.98
C  -2.54  -1.03  3.49  -0.18
C  -4.96  1.31  -2.05  -0.47
C  -5.78  2.31  -2.54  -0.10
C  0.34  2.06  -2.60  -0.21
Si  1.22  -2.22  -2.04  0.37
H  0.41  2.88  0.63  0.01
H  0.02  1.16  3.31  0.07
S  -3.07  -2.13  -0.85  0.49
C  -4.36  3.93  -1.45  -0.09
Ge  1.12  -0.54  -0.26  0.61
H  3.81  -0.02  3.46  0.03
H  -0.68  1.87  -2.26  0.01
H  1.22  -2.80  2.42  0.02
C  3.00  -2.33  -2.77  -0.20
H  4.92  -0.39  0.24  0.01
H  2.06  0.05  3.52  0.00
Si  2.81  -1.11  1.43  0.38
Si  1.60  1.65  -1.22  0.36
H  -6.11  4.41  -2.59  0.10
H  -0.28  -3.89  -0.92  0.01
H  -0.03  0.81  5.75  0.11
H  3.57  2.78  -2.34  0.03
H  3.05  -3.05  -3.58  0.03
H  3.71  -2.64  -2.01  0.00
C  0.04  -1.76  -3.46  -0.21
F  -1.72  -0.69  7.00  0.04
H  3.32  -1.37  -3.15  0.01
H  0.68  -4.68  -2.15  0.03
C  -1.69  -0.52  5.66  -0.29
C  -3.65  -0.61  -1.23  -1.20
H  -3.36  -1.81  5.34  0.11
S  -5.10  -0.42  -2.25  1.03
C  -1.59  -0.20  2.89  -0.31
H  0.50  1.44  -3.48  0.01
C  3.37  1.79  -1.95  -0.20
H  3.51  1.08  -2.76  0.01
H  0.35  -0.85  -3.97  0.01



Entry 3:
The following is a DFT calculation (ωB97M-V/def2-TZVPD) of C22H35CeO3 as an isolated structure.

Calculated values
- HOMO energy (eV) = -11.084
- largest force on an atom (Eh/bohr) = 0.08244
- LUMO energy (eV) = -4.00
- ΔE to the lowest compared entry with this formula, charge and spin (kJ/mol) = 18.6
- charge = +1
- electronic energy (eV) = -42446.461

Last column: Löwdin charge in e.
Positions of all 61 atoms, in Å:
H  1.42  -2.03  2.14  0.08
H  -1.44  -1.33  1.29  0.13
C  -2.28  -2.34  -1.82  -0.14
C  2.61  -0.17  0.12  -0.12
C  1.20  -3.10  2.06  -0.04
H  -2.62  -3.04  -2.58  0.13
H  2.30  -3.24  -6.20  0.12
H  -1.86  0.95  -4.52  0.05
C  -0.01  -1.36  -4.75  -0.10
C  -0.68  4.20  -5.19  -0.06
H  3.68  -4.35  1.62  0.09
H  -1.51  2.35  -2.31  0.06
O  0.37  2.46  -4.40  -0.12
H  1.61  -3.60  2.96  0.10
H  -1.75  0.70  -0.47  0.12
H  1.13  -1.26  -6.58  0.12
C  -1.85  -0.36  -0.71  -0.17
Ce  0.30  -1.63  -1.44  1.36
H  -0.77  5.14  -4.65  0.11
H  1.13  3.35  -6.17  0.12
H  4.04  -0.45  -1.58  0.11
H  0.25  1.72  -1.35  0.08
H  -2.99  2.27  -4.91  0.10
H  1.45  4.25  -4.61  0.12
H  0.80  0.71  1.12  0.12
H  -0.66  3.91  -2.43  0.10
H  0.20  -0.29  -4.65  0.12
C  -1.95  -2.65  -0.47  -0.15
H  3.71  -4.08  -0.14  0.09
H  -1.09  -1.53  -4.62  0.12
H  2.63  -2.76  -3.92  0.14
H  -1.97  -3.64  -0.01  0.13
H  3.17  -0.59  0.96  0.10
C  -1.95  1.94  -5.00  -0.01
C  1.35  -3.21  -5.65  -0.13
H  -2.46  -0.35  -2.87  0.11
H  -2.38  3.78  -2.89  0.10
H  0.11  -3.24  2.07  0.08
C  3.07  -0.09  -1.22  -0.11
O  0.66  -2.06  -3.61  -0.36
C  0.51  -1.99  -6.05  -0.12
C  2.11  0.63  -1.98  -0.16
C  1.61  -3.12  -4.14  -0.07
C  -1.41  3.26  -2.90  -0.02
C  1.81  -3.71  0.81  -0.47
C  -1.68  -1.43  0.22  -0.17
C  3.33  -3.70  0.81  -0.04
C  -1.01  2.93  -4.33  -0.56
H  -1.69  1.83  -6.06  0.10
H  -0.33  -2.25  -6.70  0.12
H  1.41  -4.05  -3.60  0.14
H  2.19  0.94  -3.03  0.11
C  -2.21  -0.91  -1.97  -0.16
C  0.74  3.63  -5.18  -0.14
C  1.05  1.03  -1.10  -0.21
H  -1.16  4.22  -6.17  0.11
O  1.28  -3.07  -0.36  -0.35
C  1.36  0.51  0.20  -0.16
H  3.73  -2.70  0.98  0.07
H  1.51  -4.77  0.78  0.14
H  0.82  -4.14  -5.87  0.12